82
Properties=species:S:1:pos:R:3 method="wB97M-V/def2-TZVPD" homo_energy_ev="-10.972 / -12.800" charge=+2 spin_multiplicity=5 relative_energy_ev=0.149
Ir 0.1001 -0.1994 -0.4146
C 0.7381 -4.0406 1.4011
C 0.4089 -3.8908 2.7620
C 0.0019 -2.6691 3.2012
C -0.0906 -1.5502 2.3247
N 0.2295 -1.7140 1.0154
C 0.6280 -2.9491 0.5958
N -0.4915 -0.4064 2.9079
C -0.6562 0.7391 2.2926
N -0.5464 1.0403 0.9502
C -0.7233 2.4033 0.7979
N -0.6274 3.1468 -0.3727
C -0.3503 2.6799 -1.5469
C -0.3607 3.6632 -2.6039
C -0.1534 3.3197 -3.9123
C 0.0826 1.9788 -4.1915
C 0.1186 1.0523 -3.1422
N -0.0711 1.3391 -1.8647
C -1.0146 2.9944 2.0131
C -1.2990 4.3355 2.3832
C -1.5475 4.5826 3.7035
C -1.5249 3.5403 4.6656
C -1.2482 2.2279 4.3186
C -0.9903 1.9622 2.9847
H 1.0629 -4.9845 0.9883
H 0.4664 -4.7295 3.4428
H -0.2786 -2.4895 4.2289
H 0.8577 -3.0316 -0.4590
H -0.5578 4.6782 -2.2914
H -0.1770 4.0626 -4.6971
H 0.2533 1.6155 -5.1949
H 0.3284 0.0157 -3.3830
H -1.3150 5.1182 1.6382
H -1.7684 5.5881 4.0338
H -1.7316 3.7839 5.6991
H -1.2351 1.4389 5.0580
C 3.6280 0.6602 -2.3353
Sb 2.5508 -0.8532 -1.3380
C 4.0067 -1.8160 -0.1576
C 2.4230 -2.3543 -2.8893
C 1.5960 -1.9637 -4.0759
C 2.2015 -1.1989 -5.0761
C 1.5020 -0.7713 -6.1912
C 0.1648 -1.1184 -6.3349
C -0.4456 -1.8875 -5.3589
C 0.2440 -2.3136 -4.2212
C -0.5144 -3.1068 -3.1957
Sb -1.5615 -1.8426 -1.8106
C -2.6911 -3.2519 -0.7144
C -2.9992 -0.9618 -3.0857
H 3.0443 1.0694 -3.1574
H 4.5478 0.2214 -2.7199
H 3.8603 1.4426 -1.6157
H 4.7054 -2.3111 -0.8307
H 3.5398 -2.5548 0.4913
H 4.5108 -1.0590 0.4365
H 2.0957 -3.2793 -2.4156
H 3.4660 -2.4982 -3.1788
H 3.2535 -0.9536 -4.9835
H 2.0044 -0.1953 -6.9570
H -0.3904 -0.8169 -7.2130
H -1.4796 -2.1862 -5.4891
H 0.1010 -3.7939 -2.6178
H -1.3084 -3.6931 -3.6613
H -3.3281 -3.7877 -1.4164
H -3.3046 -2.7433 0.0258
H -2.0210 -3.9481 -0.2142
H -3.5996 -1.7580 -3.5240
H -2.5041 -0.3994 -3.8749
H -3.6384 -0.2965 -2.5093
S 2.5789 1.0691 1.3387
C 3.4901 0.8302 2.7564
N 3.3412 -0.3092 3.4798
C 3.9900 -0.5899 4.6394
C 4.8725 0.3043 5.1534
C 5.0740 1.5089 4.4507
C 4.4033 1.7676 3.2871
H 2.6619 -0.9687 3.1219
H 3.7523 -1.5395 5.0950
H 5.3917 0.0874 6.0738
H 5.7686 2.2431 4.8375
H 4.5483 2.6891 2.7434